# 1
9
Properties=species:S:1:pos:R:3:nbo_charge:R:1 method="wB97M-V/def2-TZVPD" e_homo_ev=-9.1 gap_ev=8.8 e_lumo_ev=-0.218 multiplicity=1 e_above_lowest_kcal_mol=21.93 max_force_ev_per_a=1.35
C 0.9101 0.1930 -2.2777 -0.448
C 1.2621 0.3504 -0.9929 -0.385
S -1.9518 -0.6696 2.3602 -0.285
I 1.8001 2.2388 -0.2371 0.211
I 1.2172 -1.3755 0.2841 0.188
H 0.7972 -0.7223 -2.8230 0.219
H -2.1542 -1.2814 3.5648 0.147
H 0.5947 0.9785 -2.9678 0.218
H -2.4752 0.2879 3.0893 0.136



# 2
17
Properties=species:S:1:pos:R:3:nbo_charge:R:1 method="wB97M-V/def2-TZVPD" e_homo_ev=-6.8 gap_ev=7.2 e_lumo_ev=0.379 multiplicity=1 e_above_lowest_kcal_mol=133.22 max_force_ev_per_a=5.35
C -0.5524 0.2309 0.2000 0.364
C 1.2112 -1.3431 1.8935 0.875
C -1.0696 1.0085 -1.0229 -0.697
C 2.3382 -1.9563 -0.0430 -0.378
N 0.5599 -0.4613 -0.1762 -0.509
N -1.0544 0.1173 1.3941 -0.412
N 1.2917 -1.1684 0.6601 -0.232
N -2.1008 0.9582 1.7043 -0.661
O 1.3273 -1.4062 3.0870 -0.419
H -1.1578 2.0339 -0.7814 0.218
H -1.9462 0.4202 -1.1128 0.229
H -0.2024 0.7644 -1.6870 0.262
H 3.0509 -2.3206 0.7060 0.210
H 1.7853 -2.7662 -0.5953 0.228
H 2.7895 -1.3028 -0.7608 0.238
H -2.3962 1.4765 0.9128 0.330
H -2.8938 0.4400 2.1701 0.355



# 3
11
Properties=species:S:1:pos:R:3:nbo_charge:R:1 method="wB97M-V/def2-TZVPD" e_homo_ev=-9.8 gap_ev=10.8 e_lumo_ev=0.975 multiplicity=1 e_above_lowest_kcal_mol=93.19 max_force_ev_per_a=0.50
C 1.5684 -0.4244 0.6791 -0.432
N 0.3739 0.0379 0.0353 -0.446
C -0.6139 -0.7005 -0.2271 0.238
N -1.7292 -0.0777 -0.8715 -0.380
C -1.4640 1.3133 -0.8563 0.214
N -2.3021 1.1226 0.0334 -0.187
H 2.4305 0.0289 0.1788 0.208
H 1.6833 -1.5155 0.7032 0.178
H 1.5506 -0.0380 1.7034 0.213
H -0.6991 -1.7840 -0.0685 0.166
H -0.7984 2.0375 -1.3098 0.230



# 4
74
Properties=species:S:1:pos:R:3:nbo_charge:R:1 method="wB97M-V/def2-TZVPD" e_homo_ev="-6.8 / -7.7" gap_ev="6.0 / 6.7" s2=8.797 e_lumo_ev="-0.726 / -1.059" multiplicity=6 max_force_ev_per_a=2.07
Mn -1.4646 1.0644 -1.3272 1.600
C -1.1693 5.0880 -0.6591 -0.243
O -2.2728 5.3153 0.1941 -0.495
C -2.9572 4.2805 0.7415 0.240
C -3.8171 4.6227 1.7752 -0.201
C -4.5832 3.6647 2.4302 -0.238
C -4.4823 2.3415 2.0737 -0.170
C -3.6207 1.9409 1.0404 -0.221
C -3.5069 0.5576 0.7281 0.196
N -2.6679 0.0698 -0.1485 -0.382
N -2.5742 -1.2786 -0.2750 -0.393
C -1.6302 -1.6020 -1.1289 0.547
O -0.9445 -0.6810 -1.7361 -0.765
C -1.3079 -3.0108 -1.3705 -0.150
C -1.9552 -4.0307 -0.6725 -0.116
C -1.6133 -5.3488 -0.9048 -0.232
C -0.6218 -5.6629 -1.8221 -0.195
C 0.0284 -4.6526 -2.5132 -0.210
C -0.3116 -3.3318 -2.2946 -0.192
C -2.8542 2.9222 0.3296 0.383
O -2.0920 2.5721 -0.6635 -0.738
H -0.7319 6.0726 -0.8286 0.189
H -1.4699 4.6571 -1.6166 0.196
H -0.4324 4.4358 -0.1815 0.177
H -3.8688 5.6639 2.0572 0.229
H -5.2430 3.9615 3.2303 0.219
H -5.0522 1.5848 2.5912 0.211
H -4.1323 -0.1448 1.2748 0.210
H -2.7181 -3.7549 0.0383 0.232
H -2.1218 -6.1382 -0.3722 0.219
H -0.3553 -6.6937 -2.0044 0.218
H 0.7961 -4.9018 -3.2313 0.218
H 0.1992 -2.5359 -2.8164 0.236
N -2.6234 0.2503 -3.9607 -0.827
C -2.3594 1.5860 -3.6805 0.516
O -1.2439 1.8530 -3.1088 -0.749
C -3.3046 2.5389 -4.0409 -0.525
I -2.8197 2.7656 -6.8454 -0.389
H -1.8090 -0.3482 -3.9961 0.399
H -3.3232 0.0623 -4.6628 0.405
H -3.1553 3.5568 -3.7346 0.224
H -4.2924 2.2364 -4.3349 0.219
C 1.4877 -3.3037 2.9691 -0.605
C 2.5302 -3.8624 2.0085 -0.395
C 3.1078 -2.8064 1.0635 -0.400
C 2.1384 -2.3444 -0.0404 -0.244
N 1.2311 -1.2934 0.3781 -0.583
C 1.5277 0.0130 0.4429 0.360
S 0.3173 1.1373 0.8162 -0.327
N 2.7894 0.4149 0.2764 -0.590
C 3.2202 1.7838 0.4525 -0.227
C 3.4366 2.1175 1.9318 -0.411
C 4.4272 1.1874 2.6343 -0.398
C 5.8151 1.1920 2.0021 -0.610
H 1.1648 -4.0755 3.6640 0.214
H 0.6143 -2.9465 2.4302 0.200
H 1.9024 -2.4810 3.5491 0.205
H 2.0923 -4.6751 1.4235 0.198
H 3.3594 -4.2762 2.5874 0.205
H 3.9970 -3.2199 0.5808 0.212
H 3.4225 -1.9442 1.6556 0.194
H 1.5350 -3.1891 -0.3788 0.232
H 2.7124 -1.9902 -0.9047 0.198
H 0.2527 -1.5245 0.4839 0.427
H 3.5097 -0.2827 0.1692 0.403
H 2.4449 2.4426 0.0522 0.240
H 4.1348 1.9205 -0.1254 0.205
H 2.4695 2.0479 2.4322 0.227
H 3.7894 3.1464 2.0084 0.209
H 4.0303 0.1688 2.6456 0.188
H 4.5183 1.5090 3.6740 0.211
H 5.7983 0.7774 0.9964 0.188
H 6.5038 0.6006 2.6015 0.215
H 6.1994 2.2079 1.9471 0.208



# 5
75
Properties=species:S:1:pos:R:3:mulliken_spin:R:1 method="wB97M-V/def2-TZVPD" e_homo_ev="-7.2 / -6.3" gap_ev="6.6 / 5.3" s2=2.160 e_lumo_ev="-0.588 / -1.065" multiplicity=3 max_force_ev_per_a=1.96
W -0.0494 0.0322 -0.3450 2.036
O 0.7343 4.2209 -0.1495 0.005
Cl 0.4061 3.0387 0.5675 0.005
O 0.6689 3.1734 1.9580 0.003
O -0.9563 2.6620 0.3431 0.009
O 1.2382 1.9298 0.0378 0.031
N -3.5671 0.1279 2.1062 -0.012
C -4.7536 0.3644 1.4230 0.005
C -5.9432 0.5325 2.1215 -0.005
C -7.1335 0.7391 1.4425 0.002
C -7.1398 0.8025 0.0587 -0.008
C -5.9519 0.6572 -0.6437 0.004
C -4.7683 0.4224 0.0342 -0.007
S -3.2780 0.1754 -0.8872 -0.006
N -2.0274 0.1960 0.2778 0.003
C -2.3049 0.2057 1.5676 -0.079
C -1.1620 0.2258 2.4117 0.024
C -1.1691 0.4225 3.8008 -0.040
C 0.0173 0.4950 4.4775 -0.009
C 1.2142 0.3913 3.7554 -0.024
C 1.1654 0.1953 2.4053 0.030
N 0.0017 0.0724 1.7150 -0.164
H -3.6161 0.1749 3.1076 0.007
H -5.9256 0.4995 3.2054 0.000
H -8.0530 0.8595 1.9992 0.000
H -8.0629 0.9716 -0.4789 -0.001
H -5.9362 0.7236 -1.7252 0.000
H -2.1081 0.5318 4.3261 -0.009
H 0.0393 0.6428 5.5484 -0.002
H 2.1704 0.4639 4.2514 -0.002
H 2.0747 0.1066 1.8341 -0.026
F 3.3292 -3.5523 0.3259 -0.002
B 3.1323 -2.2439 0.7228 0.006
F 1.7159 -1.9727 0.7793 -0.013
F 3.7160 -1.9265 1.9253 0.000
F 3.5993 -1.3399 -0.3087 0.013
C -0.6973 0.9696 -2.2308 -0.055
H -1.3623 1.8178 -2.0336 0.010
H -1.1280 0.4255 -3.0839 0.019
C -1.7284 -2.4545 -2.4865 0.035
P -0.8466 -2.2278 -0.8948 -0.057
C 0.2070 -3.7237 -1.0020 0.012
C -2.0169 -2.8021 0.3896 -0.005
C -3.3697 -3.0534 0.1812 -0.004
C -4.1790 -3.4373 1.2424 -0.001
C -3.6458 -3.5799 2.5141 0.001
C -2.2953 -3.3366 2.7290 0.005
C -1.4863 -2.9455 1.6738 0.023
H -2.5555 -1.7616 -2.5941 0.000
H -2.0842 -3.4823 -2.5554 0.003
H -1.0037 -2.2617 -3.2787 -0.003
H -0.4503 -4.5927 -1.0408 0.000
H 0.8695 -3.8127 -0.1470 -0.001
H 0.8062 -3.6825 -1.9087 0.000
H -3.7991 -2.9484 -0.8068 -0.001
H -5.2309 -3.6337 1.0746 0.000
H -4.2761 -3.8918 3.3376 0.000
H -1.8693 -3.4516 3.7183 -0.001
H -0.4306 -2.7549 1.8378 -0.003
C 3.8242 1.6179 -1.6252 0.013
O 3.2175 0.4291 -2.1718 0.020
P 2.0251 -0.3233 -1.4658 0.173
O 0.5867 1.4986 -2.6486 0.001
C 0.5490 2.7106 -3.3785 0.014
O 1.9334 -1.6115 -2.3777 0.025
C 3.0346 -2.2967 -3.0012 0.002
H 4.4565 2.0189 -2.4118 0.000
H 4.4291 1.3589 -0.7574 0.000
H 3.0670 2.3447 -1.3416 -0.003
H -0.0396 2.5942 -4.2946 0.000
H 1.5786 2.9621 -3.6323 -0.001
H 0.1236 3.5161 -2.7734 0.001
H 2.5937 -3.0262 -3.6763 -0.001
H 3.6282 -2.8011 -2.2415 0.003
H 3.6550 -1.6038 -3.5655 0.000



# 6
70
Properties=species:S:1:pos:R:3:nbo_charge:R:1 method="wB97M-V/def2-TZVPD" total_charge=+1 e_homo_ev=-10.5 gap_ev=6.8 e_lumo_ev=-3.708 multiplicity=1 max_force_ev_per_a=4.74
C 3.2564 3.3284 1.2547 -0.284
O 3.6140 2.7597 2.5389 -0.542
C 2.5716 2.9267 3.5192 -0.059
C 1.2179 2.1053 3.1790 -0.454
C 1.5106 0.5850 2.7559 -0.244
N 0.3601 -0.2716 2.4461 -0.506
C -0.6802 0.2976 1.6154 0.820
N -1.5470 1.1810 2.0979 -0.731
N -0.7896 -0.3569 0.2768 -0.455
C -1.6771 0.3421 -0.6545 -0.369
C -1.2973 1.9028 -0.9202 0.573
O -0.2296 2.4447 -0.5607 -0.512
C -2.4290 2.6857 -1.7757 -0.158
C -3.4870 3.6255 -1.1369 -0.215
C -4.5433 4.2699 -2.0691 -0.207
C -4.5014 3.9296 -3.5735 -0.197
C -3.4371 3.0080 -4.2510 -0.200
C -2.3826 2.3653 -3.3181 -0.217
C -1.2247 -1.7210 0.7052 -0.097
B -2.0308 -2.6311 -0.3614 1.221
O -1.2710 -3.3088 -1.3934 -0.928
N -3.5405 -2.6916 -0.2716 -0.778
C -4.1620 -2.6282 -1.6291 -0.440
C -3.9945 -3.8714 0.5225 -0.423
O -0.0454 -2.3898 1.1773 -0.513
C 0.6043 -1.7220 2.2695 0.272
C 2.1548 -2.1816 2.1762 -0.454
C 2.8352 -1.9666 0.7551 -0.053
C 3.9668 -2.9955 0.3713 -0.203
C 4.7435 -2.8482 -0.9875 -0.223
C 4.4485 -1.7077 -1.9942 0.007
C 5.2295 -1.4579 -3.3688 -0.657
C 3.2996 -0.7055 -1.6496 -0.223
C 2.5386 -0.8741 -0.2891 -0.240
H 2.8790 2.5184 0.5189 0.180
H 2.4740 4.1598 1.3138 0.182
H 4.1929 3.7802 0.7533 0.213
H 2.9878 2.4985 4.5099 0.201
H 2.3277 4.0358 3.6702 0.193
H 0.4220 2.1853 4.0007 0.207
H 0.7706 2.6264 2.2453 0.210
H 2.3400 0.6444 1.9492 0.248
H 2.0483 0.1285 3.6765 0.223
H -2.2544 1.7097 1.5768 0.445
H -1.5716 1.2811 3.1322 0.451
H -2.7684 0.3230 -0.2824 0.222
H -1.6170 -0.0912 -1.7291 0.283
H -3.4269 3.7673 -0.0085 0.221
H -5.3288 4.9463 -1.5773 0.251
H -5.2960 4.3776 -4.2576 0.240
H -3.4050 2.7756 -5.3661 0.251
H -1.5817 1.6610 -3.7554 0.237
H -1.9354 -1.5698 1.6170 0.167
H -0.7879 -4.0226 -0.8997 0.517
H -4.2665 -1.5475 -1.9883 0.205
H -5.2411 -3.0399 -1.5370 0.216
H -3.6464 -3.2729 -2.4195 0.214
H -5.0320 -3.6233 0.9555 0.214
H -3.3074 -4.0403 1.4250 0.205
H -4.0865 -4.8322 -0.0932 0.204
H 0.2148 -2.2435 3.2331 0.191
H 2.7877 -1.8148 3.0702 0.243
H 2.1130 -3.3313 2.3273 0.249
H 4.2438 -3.8413 1.0990 0.228
H 5.5518 -3.6121 -1.2185 0.232
H 4.5952 -1.5863 -4.3051 0.238
H 5.5875 -0.3575 -3.3285 0.230
H 6.1841 -2.0938 -3.3638 0.232
H 3.0099 0.1685 -2.3318 0.231
H 1.7419 -0.0945 -0.0687 0.216